[1]
148
Properties=species:S:1:pos:R:3 method="wB97M-V/def2-TZVPD" total_energy_ha=-10292.163553 charge=+1 largest_force_ev_per_a=3.36 homo_ev=-9.306 spin_multiplicity=1
C -2.3606 1.1625 -0.0886
C -1.2856 0.5062 -0.9007
C -0.9099 1.3033 -2.1724
C -0.6356 2.7727 -1.8636
C -0.1893 3.6012 -3.0865
C 1.1365 2.9933 -3.5059
C 2.0627 3.7974 -4.4252
C 2.2387 5.2894 -4.0826
C 2.3943 5.5143 -2.5799
C 3.8294 5.4712 -2.0540
C 3.7376 5.5534 -0.5127
C 4.0110 4.1905 0.1145
C 2.9022 3.2402 -0.4131
N 3.3208 1.9017 -0.8169
C 3.1685 0.7928 -0.1428
N 2.5980 0.7878 1.1063
C 3.3868 1.3766 2.1863
Br 2.2621 2.8161 2.9919
C 3.8580 0.4112 3.3195
C 5.1450 1.0497 3.9088
Br 2.6382 0.2490 4.8588
C 1.9321 -0.4916 1.3945
C 2.7294 -1.7733 1.0792
S 1.4824 -3.0395 0.6373
C 3.8354 -1.5329 -0.0324
C 5.2112 -1.2712 0.5965
N 3.8169 -2.7383 -0.8434
C 4.9074 -3.3511 -1.1353
C 5.8376 -2.9602 -2.2771
C 5.3271 -4.5964 -0.3782
N 3.5445 -0.3424 -0.8882
C 2.4950 -0.5653 -1.9337
C 3.1545 -0.8164 -3.3104
F 2.9795 -2.1208 -3.7809
H -2.6585 0.3249 0.8439
H -3.2386 1.3401 -0.7004
H -1.9988 2.0558 0.3990
H -1.7072 -0.4673 -1.2439
H -0.3962 0.2856 -0.2429
H -1.7396 1.2173 -2.8750
H -0.0223 0.8177 -2.5922
H 0.2253 2.7706 -1.1764
H -1.4737 3.2273 -1.3468
H -0.1558 4.6428 -2.7837
H -0.9620 3.5044 -3.8494
H 1.7276 2.7221 -2.6207
H 0.8984 2.0694 -4.0376
H 1.6427 3.7557 -5.4352
H 3.0271 3.2863 -4.5069
H 1.3675 5.8593 -4.4099
H 3.0662 5.6581 -4.6918
H 1.8096 4.8290 -1.9677
H 2.0017 6.5145 -2.3705
H 4.4629 6.2454 -2.4796
H 4.2297 4.5048 -2.3906
H 4.5114 6.2565 -0.1940
H 2.7964 5.9915 -0.1801
H 4.0960 4.2577 1.1994
H 4.9861 3.8291 -0.2309
H 2.0245 3.2053 0.2255
H 2.5868 3.7054 -1.3457
H 3.7284 1.8403 -1.7376
H 4.2632 1.9003 1.8162
H 4.1475 -0.5744 2.9785
H 5.2676 0.6621 4.9157
H 5.0032 2.1251 4.0272
H 6.0160 0.8462 3.2860
H 1.5090 -0.5349 2.3947
H 1.0613 -0.5194 0.7377
H 3.2504 -2.2123 1.9287
H 0.5956 -2.4310 -0.1910
H 5.5369 -2.0747 1.2512
H 5.9497 -0.9861 -0.1476
H 5.1102 -0.3848 1.2339
H 6.7510 -3.5489 -2.2234
H 6.0581 -1.8961 -2.2050
H 5.3248 -3.1914 -3.2119
H 6.1372 -4.3947 0.3212
H 5.6681 -5.3182 -1.1282
H 4.4644 -5.0606 0.0944
H 1.9301 0.3591 -2.0756
H 1.7626 -1.3296 -1.6915
H 4.2248 -0.6824 -3.1562
H 2.8659 -0.0761 -4.0549
Cl -3.5246 0.7183 2.1884
Mg 0.8673 -3.1561 -3.6840
C -1.9106 3.5310 6.9902
C -2.1521 2.6152 8.2052
C -0.9329 2.0541 8.9392
F -0.1463 1.2967 8.1498
F -1.3508 1.2679 9.9578
F -2.9884 1.6213 7.8404
F -2.8225 3.3704 9.1180
O -1.9880 2.9872 5.6760
C -0.9266 2.3585 5.0685
C -1.1993 0.8730 4.8107
F -1.5208 0.2119 5.9377
F -0.0827 0.2812 4.2971
F 0.2174 2.5799 5.7458
F -0.7722 2.9544 3.8605
H -2.7399 4.2358 7.0081
H -1.0158 4.1410 7.1152
H -0.3320 2.8647 9.3626
H -2.0233 0.7664 4.1009
B -5.1077 -2.7591 -3.4277
O -3.7706 -2.0321 -3.4151
C -3.1996 -2.2849 -2.3048
O -2.0718 -1.8145 -1.9883
C -4.0656 -3.1992 -1.4575
O -3.7691 -3.6069 -0.3706
O -5.1634 -3.4626 -2.1175
F -5.1341 -3.6563 -4.4654
F -6.1216 -1.8495 -3.5330
C -8.2487 -4.5464 -6.2177
O -7.3185 -3.5696 -6.6687
H -9.1383 -4.4809 -6.8394
H -7.8245 -5.5503 -6.3074
H -8.5262 -4.3581 -5.1769
H -6.5386 -3.6387 -6.1110
C -3.7797 5.4269 -2.0608
O -2.7574 5.0866 -2.6418
N -4.4671 6.5544 -2.3972
N -4.3150 4.7056 -1.0299
H -5.3058 6.8535 -1.9378
H -4.1020 7.1062 -3.1504
H -3.8359 3.8696 -0.7558
H -5.1506 4.9670 -0.5421
C 0.2836 -6.5104 1.3887
O 0.7534 -7.3002 0.5809
O 0.7485 -6.2792 2.5287
O -0.7312 -5.8032 1.1965
Be -2.7790 -0.1378 -1.9979
C -3.9707 -7.6363 -0.4228
C -5.0484 -6.6192 -0.1357
O -6.2470 -7.3631 -0.3748
C -5.9572 -8.6793 -0.2189
O -6.7642 -9.5468 -0.1850
O -4.6165 -8.8709 -0.1057
H -3.0843 -7.4939 0.1889
H -3.6775 -7.6514 -1.4758
H -5.0405 -6.2839 0.9038
H -4.9938 -5.7534 -0.7865
C -3.2974 -3.7994 3.6809
O -3.4033 -4.7548 2.6343
H -3.0609 -4.3296 4.5997
H -2.4980 -3.0826 3.4661
H -4.2423 -3.2664 3.8096
H -3.6118 -4.2798 1.8261

[2]
9
Properties=species:S:1:pos:R:3 method="wB97M-V/def2-TZVPD" total_energy_ha=-480.319969 charge=+2 largest_force_ev_per_a=5.29 homo_ev=-18.141 de_lowest_kcal_mol=1.5 spin_multiplicity=1
O -0.4696 0.9292 0.7631
C 1.6536 -2.4253 -0.4255
O 1.7085 -1.3384 -0.0993
Bi 1.3809 0.7176 0.5511
C -1.5805 0.2863 0.4374
H -1.9791 -0.3677 1.2271
H -2.0077 1.2448 -1.4204
C -2.2880 0.4809 -0.6900
H -3.1285 -0.1741 -0.9191

[3]
54
Properties=species:S:1:pos:R:3 method="wB97M-V/def2-TZVPD" total_energy_ha=-2485.829682 charge=+1 largest_force_ev_per_a=5.59 homo_ev=-12.707 de_lowest_kcal_mol=0.0 spin_multiplicity=1
Nb 0.3224 0.0430 -1.2860
O -0.9813 -3.0897 -3.0994
C -1.2674 -1.9848 -2.6832
O -0.3492 -0.9731 -2.7265
C -2.5182 -1.5109 -2.0529
C -3.7927 -1.7207 -2.6122
C -4.8495 -0.9862 -2.0736
C -4.6971 0.0286 -1.1325
C -3.4095 0.1973 -0.6124
C -2.3813 -0.6396 -0.9847
O -1.1826 -0.6074 -0.3164
N -3.0538 1.3741 0.1349
O -3.9335 1.9799 0.8117
O -1.8489 1.7924 0.0382
N -6.1451 -1.2411 -2.5897
O -6.2929 -2.2190 -3.3884
O -7.0966 -0.4771 -2.2382
H -3.9336 -2.4104 -3.4382
H -5.5154 0.6634 -0.8257
O 1.1370 5.6657 -0.5206
C 0.6907 5.0831 0.5949
O 0.2556 5.7683 1.5367
C 0.7355 3.6302 0.7290
C 0.5288 2.9028 1.9165
Cl 0.0519 3.5389 3.3846
N 0.7030 1.5636 1.6842
N 0.9419 1.3672 0.3160
C 1.0130 2.6202 -0.2528
C 1.2915 2.6573 -1.6395
O 1.5695 3.6421 -2.3406
O 1.2467 1.4287 -2.2192
C 0.9665 0.5318 2.5829
C 0.7290 -0.8232 2.2584
C 1.0931 -1.8238 3.1441
C 1.6736 -1.5206 4.3718
C 1.9014 -0.1808 4.7041
C 1.5693 0.8325 3.8236
H 1.3517 4.9806 -1.2185
H 0.2660 -1.0869 1.3141
H 0.9202 -2.8517 2.8507
H 1.9395 -2.3033 5.0705
H 2.3551 0.0522 5.6615
H 1.7742 1.8775 4.0500
C 4.2399 -3.0472 -0.9763
C 2.9657 -3.5776 -1.1969
C 1.8506 -2.7381 -1.2111
C 1.9748 -1.3570 -0.9896
C 3.2500 -0.8462 -0.7322
C 4.3764 -1.6796 -0.7365
H 5.1113 -3.6936 -0.9854
H 2.8292 -4.6366 -1.3733
H 0.8758 -3.1585 -1.4240
H 3.3861 0.2178 -0.5496
H 5.3617 -1.2545 -0.5524